10 unconnected molecules or ions with the total composition BH22O9 in a non-equilibrium geometry, computed with ωB97M-V/def2-TZVPD.

Atoms and positions in Å:
B: -0.024094 0.632469 0.262531
H: 0.586906 -0.336531 0.003531
H: 0.229906 1.271469 -0.649469
H: -1.148094 0.504469 0.411531
H: 0.473906 1.196469 1.291531
O: -1.220094 3.549469 1.920531
H: -2.125094 3.359469 2.007531
H: -0.759094 2.710469 1.940531
O: -0.786094 -2.985531 0.856531
H: -0.593094 -2.214531 0.572531
H: -0.523094 -3.496531 0.157531
O: -1.366094 -0.726531 3.466531
H: -1.095094 -0.331531 2.576531
H: -0.687094 -0.207531 4.037531
O: -0.731094 -1.172531 -2.242469
H: -1.205094 -0.708531 -2.912469
H: -0.442094 -0.602531 -1.621469
O: -1.468094 0.899469 -3.317469
H: -0.585094 0.949469 -3.445469
H: -2.013094 1.064469 -4.031469
O: 3.123906 -2.740531 -0.624469
H: 2.838906 -1.922531 -0.916469
H: 2.737906 -2.617531 0.280531
O: -3.379094 2.688469 -0.568469
H: -4.127094 2.844469 -1.013469
H: -2.541094 2.451469 -1.020469
O: 2.188906 -2.168531 2.033531
H: 2.918906 -2.507531 2.660531
H: 2.099906 -1.224531 2.085531
O: 3.278906 0.286469 -1.412469
H: 2.597906 0.519469 -1.061469
H: 3.742906 1.035469 -1.727469

Force components x, y, z for each atom (eV/Å):
B 1.57 0.55 1.83
H 0.45 -1.42 0.28
H 0.17 1.64 -1.62
H -1.86 -0.45 0.17
H -0.10 -0.32 -0.37
O 1.69 1.03 0.14
H -1.79 -0.57 -0.02
H 0.16 -0.50 -0.30
O -2.96 -6.61 5.19
H 1.98 9.11 -2.65
H 0.94 -2.46 -2.61
O 2.56 2.49 -0.08
H -0.73 -0.92 1.15
H -1.83 -1.46 -1.18
O -0.56 -5.01 -2.68
H -0.48 0.43 0.01
H 1.32 3.22 3.39
O -3.60 -0.02 2.97
H 4.21 0.56 -1.18
H -0.99 0.76 -2.51
O 0.11 -2.06 2.26
H -0.54 2.82 -1.98
H 0.51 -0.86 -0.38
O 4.93 -0.85 3.60
H -3.54 0.62 -3.38
H -1.36 0.16 -0.12
O 1.69 -2.05 1.26
H -1.82 1.35 -1.50
H 0.08 0.79 0.24
O 12.25 -5.42 -6.22
H -12.99 4.48 6.66
H 0.52 1.00 -0.35

Calculated values
LUMO level: 2.645 eV
total energy: -715.0897 a.u.
total charge: -1
relative energy (zero: lowest compared OMol25 entry of this formula, charge and spin): 95.6 kcal/mol
E_HOMO: -6.261 eV

Results of the Löwdin charge analysis, in e, for atoms 1 through 8: -0.427 -0.058 -0.068 -0.045 -0.016 -0.056 -0.006 -0.024

=====

10 unconnected molecules or ions with the total composition BH22O9 in a non-equilibrium geometry, computed with ωB97M-V/def2-TZVPD.

Atoms and positions in Å:
B: 0.221312 -0.188219 -0.092437
H: -0.206687 0.069781 1.030563
H: 1.492313 0.158781 0.083563
H: 0.160312 -1.315219 -0.240437
H: -0.283687 0.421781 -1.015437
O: -0.064687 -2.788219 2.485563
H: -0.365687 -2.118219 1.757563
H: -0.138687 -3.556219 2.023563
O: -2.535687 0.518781 2.775563
H: -3.439687 0.819781 2.454563
H: -1.858687 0.696781 2.121563
O: 2.544312 3.054781 -1.012437
H: 2.552313 3.510781 -0.002437
H: 2.411313 2.171781 -0.688437
O: -0.793687 3.414781 0.652563
H: -0.616687 2.494781 0.413563
H: -0.770687 3.660781 -0.250437
O: -1.838687 -0.419219 -3.767437
H: -2.267687 0.378781 -3.627437
H: -0.917687 -0.245219 -3.563437
O: 1.228313 -1.246219 -3.251437
H: 1.769313 -1.008219 -3.945437
H: 1.054313 -0.535219 -2.705437
O: 0.773313 0.233781 3.838563
H: 0.376313 0.132781 2.915563
H: 0.460313 -0.586219 4.174563
O: -3.027687 -1.072219 -0.233437
H: -3.565687 -0.407219 -0.674437
H: -2.173688 -1.080219 -0.640437
O: 3.468312 -2.128219 -0.371437
H: 3.770313 -1.259219 -0.053437
H: 2.583313 -1.785219 -0.591437

Force components x, y, z for each atom (eV/Å):
B 1.92 2.03 1.04
H -0.46 0.25 -0.12
H -1.10 -0.32 -0.57
H -0.11 -2.01 -0.41
H -0.18 0.28 -0.04
O -0.68 5.15 -0.14
H 0.89 -1.32 1.97
H -0.18 -3.70 -1.86
O -2.03 0.38 0.41
H 2.23 -0.56 0.19
H -0.21 0.12 -0.59
O 0.22 2.65 4.46
H -0.06 -1.45 -4.28
H -0.34 -1.32 -0.16
O 0.07 -0.98 0.37
H 0.14 -0.83 1.13
H -0.09 1.64 -1.53
O 0.97 -2.17 -0.56
H -1.30 2.33 0.45
H 0.27 -0.27 0.10
O -1.53 -3.40 0.29
H 1.79 1.06 -2.06
H -0.26 2.44 1.99
O -0.63 0.55 -2.39
H 1.01 0.66 1.36
H -0.26 -1.24 0.95
O -1.28 -0.16 0.60
H 0.36 -0.10 -0.11
H 0.94 0.26 -0.52
O -0.41 1.38 0.02
H 0.60 -0.56 0.18
H -0.29 -0.82 -0.17

Calculated values
LUMO level: 2.684 eV
total energy: -715.1687 a.u.
total charge: -1
relative energy (zero: lowest compared OMol25 entry of this formula, charge and spin): 46.1 kcal/mol
E_HOMO: -6.600 eV

Results of the Löwdin charge analysis, in e, for atoms 1 through 8: -0.400 -0.058 -0.003 -0.069 -0.042 -0.060 0.062 -0.039

=====

11 unconnected molecules or ions with the total composition BH24O10 in a non-equilibrium geometry, computed with ωB97M-V/def2-TZVPD.

Atoms and positions in Å:
B: -0.243400 0.068400 1.380743
H: -1.387400 0.535400 1.504743
H: -0.327400 -1.127600 1.348743
H: 0.241600 0.495400 0.335743
H: 0.445600 0.465400 2.355743
O: 2.389600 -1.993600 1.691743
H: 3.024600 -1.596600 2.219743
H: 1.629600 -1.516600 2.038743
O: -0.811400 -4.251600 0.069743
H: -1.257400 -3.657600 0.657743
H: -0.043400 -3.744600 -0.337257
O: 0.859600 3.547400 0.959743
H: 1.531600 4.212400 1.086743
H: 1.011600 2.949400 1.692743
O: -1.786400 3.074400 -0.097257
H: -1.118400 2.876400 0.547743
H: -2.096400 2.144400 -0.157257
O: 3.057600 0.305400 0.160743
H: 2.248600 0.513400 0.568743
H: 3.314600 1.035400 -0.404257
O: 1.202600 -2.649600 -0.830257
H: 2.014600 -2.627600 -1.359257
H: 1.448600 -2.405600 0.050743
O: -3.001400 -1.399600 -0.163257
H: -2.514400 -1.378600 -0.975257
H: -2.449400 -1.217600 0.601743
O: -3.818400 1.211400 -0.656257
H: -3.531400 1.042400 -1.544257
H: -3.656400 0.338400 -0.304257
O: 0.381600 2.391400 -2.195257
H: -0.063400 2.346400 -1.325257
H: 0.431600 1.519400 -2.529257
O: 0.678600 -0.295600 -2.329257
H: 0.701600 -0.581600 -1.423257
H: 1.492600 -0.628600 -2.641257

Force components x, y, z for each atom (eV/Å):
B -0.17 0.96 0.26
H 0.31 -0.09 0.00
H 0.10 -0.68 0.04
H -0.01 -0.06 0.03
H -0.12 -0.25 -0.31
O -1.88 -1.10 -0.75
H 2.62 0.98 1.16
H -1.03 0.06 -0.29
O 1.31 -0.19 -1.02
H -0.24 0.64 0.35
H -1.32 -0.67 0.65
O 0.03 -0.07 0.11
H 0.22 0.43 -0.16
H -0.14 -0.53 0.19
O -0.26 -1.31 -0.20
H 0.98 0.74 0.73
H -0.80 0.79 -0.41
O 2.35 -0.76 -0.86
H -2.04 0.61 0.67
H -0.36 0.26 0.01
O 0.01 -0.28 -1.46
H -0.30 -0.11 0.46
H 0.74 0.45 1.14
O -1.50 -0.30 0.55
H 0.99 -0.04 -0.22
H 0.82 0.22 -0.21
O -0.29 0.40 0.06
H 0.14 0.42 -1.03
H -0.07 -0.84 0.81
O -0.20 2.05 0.78
H 0.20 0.10 -0.66
H 0.05 -1.62 -0.15
O -1.13 0.39 -0.52
H -0.37 -0.14 1.09
H 1.38 -0.46 -0.83

Calculated values
LUMO level: 2.755 eV
total energy: -791.6637 a.u.
total charge: -1
relative energy (zero: lowest compared OMol25 entry of this formula, charge and spin): 19.2 kcal/mol
E_HOMO: -6.765 eV

Results of the Löwdin charge analysis, in e, for atoms 1 through 8: -0.404 -0.030 -0.056 -0.040 -0.024 -0.039 0.009 -0.003